Computed, not measured: one molecule with the formula C4H5N3O at a distorted geometry, with ωB97M-V with the def2-TZVPD basis set.

```
! RIJCOSX wB97M-V def2-TZVPD def2/J DEFGRID3
* xyz 0 1
N -2.328 -0.069 0.062
N -0.973 -0.104 -0.011
C -0.240 1.112 -0.139
C 1.093 1.087 0.021
C 1.867 -0.132 0.044
O 3.101 -0.150 0.066
C 0.991 -1.293 -0.079
N -0.282 -1.225 -0.096
H -2.760 -0.798 -0.511
H -2.571 -0.285 1.149
H -0.862 2.004 -0.366
H 1.551 2.129 -0.027
H 1.413 -2.278 -0.112
*
```

As for the molar mass: 111.1 Da. The SMILES is Nn1ccc(=O)cn1. The value obtained for the frontier orbital gap is 9.5 eV. For the HOMO energy, the calculation gives -0.3284 hartree. For the largest force on an atom, the calculation gives 4.62 eV/Å.

Computed, not measured: a 2-piece molecular cluster, C5H14 overall at a distorted geometry, with ωB97M-V with the def2-TZVPD basis set.

```
! RIJCOSX wB97M-V def2-TZVPD def2/J DEFGRID3
* xyz 0 1
C -2.434 -0.857 1.328
C -1.768 0.446 0.930
C -0.315 0.602 1.390
H -3.051 -1.224 0.506
H -1.618 -1.578 1.508
H -3.065 -0.924 2.205
H -1.774 0.509 -0.153
H -2.328 1.316 1.271
H 0.324 -0.224 1.109
H 0.115 1.537 1.003
H -0.293 0.694 2.483
C 1.642 0.193 -1.266
C 2.686 -0.324 -2.261
H 1.516 -0.458 -0.421
H 1.858 1.192 -0.897
H 0.642 0.341 -1.768
H 3.743 -0.349 -1.968
H 2.431 -1.366 -2.482
H 2.605 0.190 -3.208
*
```

As for the molar mass: 74.2 Da. The SMILES is CCC.CC. The value obtained for the frontier orbital gap is 12.4 eV. For the HOMO energy, the calculation gives -0.4144 hartree. For the largest force on an atom, the calculation gives 1.35 eV/Å.

Computed, not measured: a 2-piece molecular cluster, C10H10N3O2 overall at a distorted geometry, with ωB97M-V with the def2-TZVPD basis set.

```
! RIJCOSX wB97M-V def2-TZVPD def2/J DEFGRID3
* xyz 1 1
C 1.783 0.429 -1.899
C 2.116 -0.741 -1.166
C 1.425 1.579 -1.229
C 2.136 -0.718 0.206
C 1.418 1.607 0.199
C 1.824 0.491 0.857
C -3.094 -0.872 -0.354
C -0.498 -0.416 2.843
C -3.946 -0.299 -1.263
C 1.746 0.557 2.399
N -1.771 -1.124 -0.526
N -4.428 0.127 -2.228
N 0.674 -0.144 2.891
O -1.595 -0.734 2.955
O -5.066 0.415 -3.149
H 1.849 0.474 -2.913
H 2.254 -1.675 -1.766
H 1.197 2.497 -1.750
H 2.523 -1.646 0.715
H 1.393 2.638 0.560
H -3.459 -1.411 0.585
H 2.670 0.124 2.891
H 1.712 1.592 2.577
H -1.410 -1.971 0.044
H -1.452 -0.779 -1.478
*
```

As for the molar mass: 204.2 Da. The value obtained for the frontier orbital gap is 5.9 eV. For the HOMO energy, the calculation gives -0.4566 hartree. For the largest force on an atom, the calculation gives 4.68 eV/Å.

Computed, not measured: C46H46BBrIrN10O2Se as an isolated structure, with ωB97M-V with the def2-TZVPD basis set.

```
! RIJCOSX wB97M-V def2-TZVPD def2/J DEFGRID3
* xyz 2 2
Ir 0.602 -0.290 -0.217
C -1.293 -2.513 -4.784
C -1.475 -1.812 -3.481
C -2.641 -1.356 -2.902
C -2.280 -0.836 -1.662
N -0.949 -0.915 -1.515
N -0.465 -1.547 -2.631
B 0.942 -2.182 -2.640
N 1.116 -2.926 -1.286
N 0.727 -2.336 -0.115
C 0.530 -3.313 0.791
C 0.846 -4.541 0.182
C 1.189 -4.262 -1.118
C 1.582 -5.200 -2.207
C 0.062 -3.201 2.172
C -0.323 -4.357 2.825
C -0.476 -4.408 4.208
C -0.125 -3.286 5.008
C 0.172 -2.112 4.419
C 0.015 -1.931 2.947
N 1.968 -1.040 -2.735
N 1.861 -0.119 -1.773
C 2.657 0.918 -2.092
C 3.291 0.625 -3.300
C 2.820 -0.623 -3.686
C 3.124 -1.426 -4.903
C 2.858 2.070 -1.205
C 4.026 2.913 -1.460
C 3.933 4.243 -1.555
C 2.766 5.145 -1.392
C 1.907 5.094 -0.123
C 1.970 2.396 -0.253
C -3.262 -0.441 -0.626
C -3.536 -1.349 0.396
C -4.609 -1.135 1.248
C -5.419 -0.019 1.083
C -5.151 0.886 0.067
C -4.082 0.671 -0.792
H -2.250 -2.569 -5.298
H -0.921 -3.527 -4.644
H -0.591 -1.982 -5.427
H -3.641 -1.444 -3.290
H 1.067 -2.935 -3.549
H 0.860 -5.512 0.643
H 1.795 -6.179 -1.785
H 2.468 -4.850 -2.735
H 0.778 -5.313 -2.935
H -0.462 -5.271 2.264
H -0.784 -5.332 4.677
H -0.101 -3.383 6.085
H 0.404 -1.231 5.001
H 0.669 -1.159 2.561
H 3.984 1.247 -3.839
H 3.927 -0.956 -5.463
H 2.251 -1.496 -5.553
H 3.431 -2.438 -4.642
H 4.975 2.436 -1.679
H 4.844 4.780 -1.797
H 2.947 6.132 -1.805
H 1.569 6.006 0.361
H 0.115 2.150 0.503
H -2.930 -2.243 0.494
H -4.824 -1.851 2.031
H -6.266 0.138 1.738
H -5.785 1.753 -0.070
H -3.902 1.359 -1.609
N 2.500 -0.240 0.855
C 3.026 -0.628 2.215
C 3.361 0.551 3.134
C 2.356 0.907 4.218
N 1.064 1.311 3.665
H 2.947 -0.895 0.216
H 2.946 0.648 0.632
H 3.955 -1.162 2.013
H 2.362 -1.349 2.685
H 3.596 1.432 2.525
H 4.297 0.307 3.640
H 2.805 1.671 4.861
H 2.201 0.027 4.846
H 1.162 2.195 3.172
H 0.412 1.500 4.421
Se 2.312 3.663 1.118
N 0.605 1.911 -0.361
C -0.021 2.661 -1.493
C -1.126 2.087 -2.091
C -1.675 2.595 -3.254
C -1.106 3.717 -3.834
C -0.072 4.361 -3.182
C 0.473 3.881 -1.989
N 1.372 4.779 -1.371
H -1.541 1.210 -1.633
H -2.525 2.106 -3.710
H -1.496 4.122 -4.757
H 0.313 5.299 -3.558
Br -4.107 4.325 1.397
C -3.698 2.813 2.448
C -4.353 2.603 3.653
C -4.062 1.470 4.403
C -3.132 0.549 3.952
C -2.485 0.775 2.740
C -2.762 1.910 1.985
C -1.470 -0.163 2.236
O -1.367 -1.300 2.865
O -0.731 0.181 1.307
H -5.085 3.318 4.001
H -4.571 1.310 5.344
H -2.909 -0.340 4.526
H -2.280 2.068 1.030
*
```

As for the molar mass: 1132.8 Da. The value obtained for the frontier orbital gap (spin up / spin down) is 7.4 / 6.7 eV. For the HOMO energy (spin up / spin down), the calculation gives -0.4614 / -0.4797 hartree. Its expectation value of S² is 0.798. For the largest force on an atom, the calculation gives 0.31 eV/Å.

Computed, not measured: one molecule with the formula C3H7NO3 at a distorted geometry, with ωB97M-V with the def2-TZVPD basis set.

```
! RIJCOSX wB97M-V def2-TZVPD def2/J DEFGRID3
* xyz 0 1
O 1.293 1.433 0.457
C 0.769 0.189 0.888
O 1.854 -0.715 0.998
C -0.249 -0.319 -0.126
O -0.031 -1.656 -0.599
C -1.664 0.191 -0.114
N -0.743 0.556 -1.187
H 1.905 1.181 -0.256
H 0.310 0.311 1.874
H 1.613 -1.472 0.429
H -0.296 -1.686 -1.537
H -1.935 0.982 0.576
H -2.460 -0.494 -0.375
H -0.367 1.498 -1.028
*
```

As for the molar mass: 105.1 Da. The SMILES is OC(O)[C@@]1(O)CN1. The value obtained for the frontier orbital gap is 10.7 eV. For the HOMO energy, the calculation gives -0.3641 hartree. For the largest force on an atom, the calculation gives 2.30 eV/Å.

Computed, not measured: C25H26CaF6N6O2S2Sb as an isolated structure at a distorted geometry, with ωB97M-V with the def2-TZVPD basis set.

```
! RIJCOSX wB97M-V def2-TZVPD def2/J DEFGRID3
* xyz 2 2
Ca 0.597 0.392 0.372
C -4.262 0.885 1.728
C -3.616 0.141 0.587
C -2.963 0.811 -0.439
C -2.337 0.115 -1.469
C -2.377 -1.273 -1.497
C -3.053 -1.953 -0.492
C -3.656 -1.250 0.541
H -5.326 0.657 1.791
H -4.155 1.964 1.619
H -3.814 0.593 2.679
H -2.970 1.898 -0.448
H -1.863 0.652 -2.284
H -1.931 -1.816 -2.324
H -3.135 -3.033 -0.528
H -4.185 -1.786 1.321
N -0.857 3.944 0.357
C -0.060 3.585 -0.625
N 0.255 2.336 -0.938
C 1.108 2.304 -2.005
C 1.462 3.558 -2.520
S 0.700 4.795 -1.671
C 1.518 1.045 -2.527
C 2.331 0.868 -3.643
S 2.494 -0.767 -4.012
C 1.456 -1.155 -2.638
N 1.038 -0.110 -1.953
N 1.155 -2.414 -2.370
H -1.180 3.260 1.039
H -0.999 4.915 0.588
H 2.114 3.777 -3.354
H 2.805 1.622 -4.255
H 1.482 -3.170 -2.949
H 0.519 -2.623 -1.613
O 6.717 -1.076 3.415
C 6.277 0.256 3.252
C 5.108 0.249 2.308
C 4.762 1.380 1.579
C 3.637 1.334 0.785
N 2.868 0.245 0.661
C 3.228 -0.865 1.331
C 4.328 -0.892 2.167
C 2.344 -2.067 1.186
C 2.831 -3.344 1.395
C 1.964 -4.430 1.340
C 2.500 -5.825 1.575
O 3.489 -5.844 2.581
C 0.622 -4.184 1.083
C 0.214 -2.883 0.853
N 1.052 -1.841 0.874
H 7.502 -1.090 3.971
H 7.059 0.910 2.863
H 5.933 0.682 4.201
H 5.352 2.286 1.637
H 3.327 2.210 0.223
H 4.584 -1.777 2.730
H 3.876 -3.513 1.618
H 2.987 -6.166 0.661
H 1.677 -6.512 1.779
H 3.075 -5.922 3.447
H -0.103 -4.989 1.072
H -0.829 -2.653 0.658
F -0.931 0.310 1.754
Sb -0.117 1.151 3.359
F 0.891 2.039 4.625
F 1.121 -0.245 3.284
F -1.341 0.190 4.352
F 0.908 2.035 1.935
F -1.342 2.543 3.051
*
```

As for the molar mass: 782.5 Da. The value obtained for the frontier orbital gap (spin up / spin down) is 7.1 / 4.5 eV. For the HOMO energy (spin up / spin down), the calculation gives -0.5055 / -0.5055 hartree. Its expectation value of S² is 0.789. For the largest force on an atom, the calculation gives 1.60 eV/Å.

Computed, not measured: C48H48GeIMnN5O2 as an isolated structure, with ωB97M-V with the def2-TZVPD basis set.

```
! RIJCOSX wB97M-V def2-TZVPD def2/J DEFGRID3
* xyz 1 5
Mn -0.232 1.176 0.637
C 6.348 2.694 -1.737
C 4.918 2.287 -1.522
C 4.130 1.797 -2.543
C 2.798 1.400 -2.344
C 2.095 0.791 -3.420
N 0.885 0.339 -3.331
C 0.124 -0.256 -4.424
C -0.923 -1.224 -3.882
C -1.852 -0.578 -2.859
N -2.456 0.613 -3.433
C -3.509 1.294 -2.882
C -3.880 1.414 -1.527
C -5.238 1.696 -1.272
C -5.797 1.803 -0.001
C -7.261 2.094 0.180
C -4.961 1.619 1.075
C -3.570 1.412 0.889
C -2.792 1.271 2.074
N -1.511 1.186 2.216
C -1.100 0.944 3.615
C 0.313 0.425 3.747
C 1.326 1.443 3.271
N 1.425 1.492 1.800
C 2.579 1.858 1.368
C 3.023 1.956 -0.002
C 4.338 2.328 -0.252
C 2.191 1.520 -1.063
O 0.965 1.179 -0.882
C -2.994 1.342 -0.391
O -1.708 1.271 -0.564
H 6.564 2.818 -2.797
H 7.035 1.943 -1.342
H 6.568 3.637 -1.238
H 4.551 1.695 -3.537
H 2.601 0.669 -4.374
H 0.413 0.519 -2.437
H 0.817 -0.754 -5.104
H -0.349 0.566 -4.967
H -0.439 -2.087 -3.417
H -1.494 -1.599 -4.735
H -1.310 -0.307 -1.949
H -2.610 -1.305 -2.543
H -2.454 0.639 -4.440
H -4.194 1.710 -3.611
H -5.890 1.791 -2.132
H -7.817 1.904 -0.738
H -7.424 3.137 0.455
H -7.691 1.474 0.967
H -5.352 1.648 2.085
H -3.388 1.210 2.988
H -1.796 0.234 4.067
H -1.190 1.883 4.175
H 0.427 -0.512 3.198
H 0.501 0.209 4.801
H 2.315 1.227 3.681
H 1.040 2.440 3.625
H 3.348 2.094 2.108
H 4.946 2.644 0.590
C -0.349 -0.748 0.681
Ge 0.549 -2.455 0.695
C 2.444 -2.608 0.255
C 3.005 -3.885 0.185
C 4.352 -4.056 -0.093
C 5.168 -2.950 -0.297
C 4.631 -1.675 -0.212
C 3.278 -1.515 0.064
C 0.424 -3.219 2.500
C 1.450 -2.929 3.402
C 1.411 -3.392 4.709
C 0.340 -4.164 5.137
C -0.681 -4.473 4.251
C -0.637 -4.005 2.944
C -0.464 -3.520 -0.604
C 0.156 -4.030 -1.746
C -0.564 -4.742 -2.697
C -1.925 -4.949 -2.528
C -2.561 -4.440 -1.405
C -1.835 -3.734 -0.456
H -1.414 -1.012 0.741
H 2.385 -4.758 0.353
H 4.770 -5.052 -0.144
H 6.220 -3.085 -0.510
H 5.262 -0.806 -0.353
H 2.868 -0.522 0.150
H 2.305 -2.346 3.075
H 2.221 -3.164 5.390
H 0.307 -4.534 6.154
H -1.511 -5.088 4.575
H -1.439 -4.273 2.267
H 1.218 -3.882 -1.894
H -0.061 -5.139 -3.570
H -2.487 -5.507 -3.264
H -3.622 -4.595 -1.266
H -2.360 -3.330 0.403
I -0.556 3.657 -2.446
C -0.603 4.404 -0.492
C -0.831 5.772 -0.378
C -0.934 6.324 0.884
C -0.814 5.488 1.984
C -0.589 4.145 1.761
N -0.473 3.592 0.545
H -0.932 6.378 -1.266
H -1.115 7.383 1.003
H -0.899 5.861 2.993
H -0.506 3.464 2.595
*
```

As for the molar mass: 981.4 Da. The value obtained for the frontier orbital gap (spin up / spin down) is 4.4 / 6.5 eV. For the HOMO energy (spin up / spin down), the calculation gives -0.2807 / -0.3617 hartree. Its expectation value of S² is 6.076. For the largest force on an atom, the calculation gives 0.76 eV/Å.

Computed, not measured: C20H15F3N3 as an isolated structure at a distorted geometry, with ωB97M-V with the def2-TZVPD basis set.

```
! RIJCOSX wB97M-V def2-TZVPD def2/J DEFGRID3
* xyz 1 1
F -1.457 -5.410 0.673
C -1.720 -4.071 0.911
C -2.716 -3.753 1.835
C -2.963 -2.390 2.045
F -3.879 -2.015 3.009
C -2.251 -1.403 1.383
C -1.323 -1.748 0.382
C -0.851 -0.633 -0.444
C -0.319 -0.816 -1.795
C 0.084 0.366 -2.436
C 0.672 0.334 -3.690
C 0.925 -0.903 -4.316
C 0.502 -2.061 -3.677
F 0.747 -3.279 -4.278
C -0.135 -2.058 -2.440
C -0.938 -3.108 0.266
H -3.199 -4.514 2.436
H -2.406 -0.343 1.593
H -1.538 0.234 -0.353
H -0.080 1.327 -1.926
H 0.950 1.276 -4.173
H 1.486 -0.959 -5.240
H -0.495 -3.002 -2.049
H -0.067 -3.425 -0.316
C -0.867 2.603 3.012
N -0.170 2.011 1.907
N -0.575 0.905 1.304
N 0.371 0.486 0.457
C 1.417 1.436 0.467
C 1.078 2.380 1.441
C 1.811 3.527 1.719
C 2.954 3.696 0.928
C 3.342 2.755 -0.054
C 2.568 1.610 -0.313
H -0.403 3.578 3.118
H -1.938 2.728 2.822
H -0.697 2.031 3.933
H 1.471 4.236 2.490
H 3.565 4.592 1.058
H 4.259 2.939 -0.621
H 2.784 0.843 -1.068
*
```

As for the molar mass: 354.4 Da. The value obtained for the frontier orbital gap is 8.3 eV. For the HOMO energy, the calculation gives -0.4616 hartree. For the largest force on an atom, the calculation gives 2.83 eV/Å.